No. 1
Computed, not measured: a molecular structure, C31H23BCl7CsN8O2S at a distorted geometry, with ωB97M-V/def2-TZVPD.

```
74
Properties=species:S:1:pos:R:3:lowdin_charge:R:1
H 0.10163 1.47867 -2.31656 0.110
H -1.87703 -1.55489 2.26689 0.074
C -0.05471 -3.99544 -4.72915 -0.721
H 0.70602 -3.57753 -0.48394 -0.006
H 4.77986 -0.31400 5.79267 0.086
N 3.98930 1.50204 1.51948 0.015
C -0.49204 -5.14660 -4.16289 -0.146
C -1.69358 3.94207 -1.20728 -0.169
N 2.84289 -1.90976 2.84556 -0.090
C 3.13123 0.62955 -0.45467 -0.107
N -0.91748 2.84721 -1.21701 0.092
C -0.54167 -6.00816 -6.47992 -0.739
H 2.15675 -4.96914 1.87750 0.061
H -4.46274 2.30543 0.74618 0.097
H -1.35338 0.65085 3.15024 0.078
C -3.00943 5.70364 -2.26706 -0.096
H -3.12461 6.00371 1.14622 0.112
H -3.28565 6.23545 -3.17694 0.105
N 3.38864 0.15713 4.27634 -0.033
C -0.76171 -6.11744 -5.07320 -0.669
C -0.04708 -4.81671 -6.96501 -0.712
C 0.27304 -3.78106 -6.05062 -0.699
H 2.98133 0.44405 -1.51713 0.092
N 3.58240 0.22879 1.71461 -0.081
N -1.50272 3.92204 1.27468 -0.241
C -4.28992 0.14672 0.69756 -0.067
H 3.88605 2.66563 -0.22451 0.069
C -0.48818 2.41971 -2.40683 -0.120
C -2.04168 4.47073 0.13446 -0.296
C -0.81137 3.05287 -3.67734 -0.035
S -2.40642 3.29632 2.41764 0.564
C -2.87446 1.59783 2.00243 -0.298
N 1.51274 -1.86152 2.75590 0.082
H -5.00510 -0.07915 -0.15284 0.118
B 3.73436 -0.70604 3.03151 -0.505
H -0.34468 2.60948 -4.52865 0.076
C 4.03066 0.26554 5.41981 -0.146
C 2.18638 -3.92965 2.19975 -0.096
H 4.02581 1.66208 7.08626 0.093
Cl 0.18322 -4.55127 -8.67548 0.596
H 4.83637 -1.09761 3.06830 0.101
C -2.16059 4.61234 -2.35920 -0.197
H -1.94399 4.77174 -4.53966 0.108
Cl 0.08609 -5.75304 0.05538 0.480
C 3.04760 -0.29744 0.58674 -0.157
H 1.74911 2.60583 5.44425 0.105
H -0.16762 -4.40991 -1.81442 -0.059
H -3.96297 7.01222 -0.96399 0.078
H -3.81088 -1.96274 0.85386 0.071
C 3.52535 1.29506 6.15448 -0.084
C -0.12481 -4.16776 -0.75753 -1.009
Cl -0.05873 -2.53653 -3.71865 0.590
Cl -1.58254 -3.40556 -0.17192 0.559
C -3.35013 6.16266 -1.04227 -0.091
H 0.08327 -3.37378 2.48923 0.089
C 3.78261 1.70989 0.19100 -0.248
H 2.75900 -1.29307 0.43312 0.099
C -1.67130 4.19518 -3.63719 -0.007
Cl -0.88588 -7.28929 -7.57751 0.608
C -3.58086 -0.96037 1.17496 -0.121
C 3.30965 -3.11924 2.50551 -0.088
O -3.69574 3.93406 2.59907 -0.345
C -2.52042 -0.74225 2.02540 -0.076
Cl -1.31138 -7.76735 -4.52450 0.484
O -1.50078 3.13391 3.64484 -0.471
C 2.50052 1.81339 5.30274 -0.176
Cs 0.82908 2.05199 1.79188 1.081
C 1.13525 -3.09741 2.45029 -0.218
H 4.34652 -3.36166 2.46489 0.100
C -3.97797 1.45081 1.15171 -0.044
C -2.16294 0.55466 2.43576 -0.135
C -2.84879 5.59018 0.16054 -0.028
Cl 0.82523 -2.24262 -6.69770 0.582
N 2.39600 1.06453 4.23193 -0.034
```

As for the HOMO energy: -3.4130 eV. The strongest force on any atom comes out at 0.070 Eh/bohr. As for the energy relative to the best compared isomer or geometry (same formula, charge and spin): 16.3 kcal per mole. Its net charge is -2. Its spin multiplicity is 1.

No. 2
Computed, not measured: a molecular structure, C31H23BrClFeN4O5S at a distorted geometry, with ωB97M-V/def2-TZVPD.

```
67
Properties=species:S:1:pos:R:3:mulliken_spin:R:1
H -1.62907 -2.37526 3.78675 -0.002
O -4.10963 1.34562 -3.34901 0.002
H -2.19811 4.28648 -0.46928 0.002
H 1.77540 -2.80859 5.09560 0.000
O -2.32803 0.55052 -1.59479 0.092
H 1.69270 -5.71553 0.45980 0.000
N -0.26997 -1.93792 -1.23015 0.082
H -3.51603 0.72979 -2.87216 0.008
H 4.20445 2.28248 0.26978 -0.001
C 1.18369 3.24520 -1.95350 0.012
C -0.19443 -4.72085 -1.27564 0.001
C 0.70112 -4.01940 -0.43712 0.000
C 2.41742 0.30313 -0.01927 -0.004
C 2.32230 1.62582 -0.55991 0.000
H -0.17918 -5.80419 -1.28144 0.000
C -0.25806 -0.96683 4.16612 0.006
N 1.39597 -0.46827 0.08016 0.084
H -5.26277 3.43211 -4.24833 0.000
C 1.95591 -4.85450 4.46370 0.000
C 1.64356 -4.63492 0.42038 0.002
O -1.63494 1.92640 -0.06032 0.118
C 1.21444 1.95170 -1.38856 0.015
Cl 4.53300 4.96775 -0.61078 0.001
H -4.94947 5.73851 -3.41187 0.000
C 1.52407 -1.84742 0.32695 0.024
H 3.03801 -1.87820 1.82345 0.001
N -0.65555 -2.25367 4.02311 0.000
C -2.87416 4.12788 -1.29894 0.005
C -4.59687 3.63964 -3.42168 0.000
N -1.28553 -0.10045 4.34131 -0.001
H 1.86505 -6.87653 3.74236 0.000
Fe -0.69272 0.06258 -0.27528 4.265
O 0.75423 2.42545 2.02211 0.007
H -1.44071 -4.34457 2.73184 -0.002
H 0.34117 3.50515 -2.58099 0.001
O 0.28519 1.08469 -1.67150 0.163
Br -2.16360 -1.26047 1.17172 0.161
H -0.33033 -6.54233 2.63357 0.000
C -4.41198 4.92137 -2.94732 0.000
C -3.90978 2.57270 -2.84120 0.001
H 3.14962 -4.35162 1.89021 0.001
C 0.14329 -5.72711 3.16627 0.001
C -2.31516 1.72661 -1.11062 -0.057
C 3.27475 3.80256 -0.89608 0.015
H 3.40444 -0.07823 0.25045 0.009
C 3.35532 2.55279 -0.34591 -0.007
C -0.48582 -4.49509 3.22383 0.002
H -2.21944 -0.35954 4.06204 0.001
C 1.37180 -5.91409 3.78337 0.000
H -1.81650 -2.04564 -2.54982 0.002
C 2.18181 4.15271 -1.69832 -0.009
C 1.32754 -3.62030 4.54372 0.001
H 2.13621 5.14787 -2.12051 0.000
C -3.54391 5.17932 -1.88583 0.001
C 2.45600 -3.87356 1.21205 0.001
C 0.24419 1.44492 1.83377 0.021
C 0.63556 -2.61696 -0.46788 -0.049
C -1.09129 -2.62129 -1.98692 0.008
C 0.09838 -3.43828 3.91820 -0.001
H -1.77030 -4.53358 -2.70958 0.000
C 2.40253 -2.46404 1.17251 0.004
S 1.31204 -0.39972 4.14293 0.002
C -3.04842 2.82037 -1.76062 0.015
H 2.90912 -4.99016 4.95909 0.000
H -3.40115 6.18924 -1.52743 0.000
C -1.07215 -4.02740 -2.05860 0.000
H -1.05159 0.87374 4.26411 -0.001
```

As for the HOMO energy (alpha / beta): -8.1363 / -8.1232 eV. The strongest force on any atom comes out at 0.020 Eh/bohr. As for the energy relative to the best compared isomer or geometry (same formula, charge and spin): 0.0 kcal per mole. Its spin multiplicity is 6.

> What is the strongest force on any atom in the second record?

0.020 Eh/bohr

> Which of these has the highest strongest force on any atom?

C31H23BCl7CsN8O2S

> Which value of energy relative to the best compared isomer or geometry (same formula, charge and spin) does entry 1 give?

16.3 kcal per mole